1.
{
  "formula": "C36H50As2IrN3Si",
  "method": "ωB97M-V with the def2-TZVPD basis set",
  "species": ["Ir", "C", "C", "N", "C", "C", "N", "C", "C", "N", "H", "H", "H", "H", "H", "H", "H", "H", "H", "H", "H", "H", "H", "H", "H", "C", "C", "As", "C", "C", "C", "C", "C", "C", "C", "C", "C", "C", "C", "C", "As", "C", "C", "C", "C", "C", "C", "C", "C", "C", "C", "C", "C", "H", "H", "H", "H", "H", "H", "H", "H", "H", "H", "H", "H", "H", "H", "H", "H", "H", "H", "H", "H", "H", "H", "H", "H", "C", "Si", "C", "C", "C", "H", "H", "H", "H", "H", "H", "H", "H", "H", "H", "H"],
  "coordinates": [[-0.0662, -0.3793, -0.1908], [1.8128, 1.2675, -1.8510], [2.7808, 0.4936, -0.9692], [2.1008, -0.6101, -0.2327], [2.4694, -1.9598, -0.7346], [1.2567, -2.8204, -0.7714], [0.0627, -2.0763, -1.2351], [-0.0419, -1.7937, -2.7023], [0.8151, -0.6319, -3.1261], [0.6176, 0.4565, -2.1421], [2.2934, 1.6174, -2.7673], [1.4890, 2.1365, -1.3093], [3.2282, 1.1813, -0.2532], [3.5993, 0.0704, -1.5505], [2.3364, -0.5524, 0.7542], [3.1951, -2.4326, -0.0722], [2.9557, -1.8656, -1.7025], [1.0331, -3.1575, 0.2316], [1.4231, -3.7057, -1.3911], [-0.7406, -2.6577, -0.9931], [-1.0904, -1.5655, -2.8963], [0.2124, -2.6901, -3.2727], [0.5283, -0.3238, -4.1324], [1.8712, -0.8914, -3.1768], [-0.1014, 1.0842, -2.4964], [-2.2407, 3.6381, 0.6915], [-3.1956, 3.0646, 1.7140], [-3.1985, 1.1480, 1.3541], [-4.5967, 0.4066, 2.3997], [-5.7326, -0.1573, 1.8137], [-6.7715, -0.5658, 2.6336], [-6.6556, -0.4628, 4.0172], [-5.5123, 0.0797, 4.5970], [-4.4706, 0.5052, 3.7922], [-3.7799, 1.1334, -0.4883], [-4.9492, 1.7977, -0.8598], [-5.3797, 1.7565, -2.1792], [-4.6497, 1.0637, -3.1356], [-3.4739, 0.4133, -2.7814], [-3.0436, 0.4595, -1.4643], [-0.5608, 2.6131, 0.7633], [0.5265, 3.6720, -0.4058], [1.5877, 4.4313, 0.0777], [2.2046, 5.3446, -0.7710], [1.7918, 5.4656, -2.0907], [0.7596, 4.6727, -2.5815], [0.1284, 3.7670, -1.7428], [0.0575, 3.0236, 2.5361], [-0.1025, 4.3157, 3.0447], [0.3791, 4.6250, 4.3080], [1.0122, 3.6511, 5.0727], [1.1754, 2.3672, 4.5724], [0.7028, 2.0575, 3.3032], [-1.9330, 4.6667, 0.8803], [-2.6713, 3.5989, -0.3078], [-4.2377, 3.3656, 1.5940], [-2.8928, 3.2908, 2.7353], [-5.8204, -0.2582, 0.7399], [-7.6750, -0.9654, 2.1932], [-7.4579, -0.8206, 4.6486], [-5.4356, 0.1657, 5.6724], [-3.5768, 0.9230, 4.2430], [-5.5410, 2.3334, -0.1271], [-6.2953, 2.2605, -2.4584], [-4.9977, 1.0306, -4.1594], [-2.9071, -0.1170, -3.5368], [-2.1046, -0.0486, -1.1745], [1.9242, 4.3329, 1.1015], [3.0072, 5.9652, -0.3952], [2.2833, 6.1736, -2.7444], [0.4481, 4.7642, -3.6139], [-0.6823, 3.1524, -2.1278], [-0.5888, 5.0887, 2.4618], [0.2649, 5.6292, 4.6937], [1.3807, 3.8971, 6.0597], [1.6677, 1.6133, 5.1717], [0.8362, 1.0625, 2.9129], [-2.1073, -2.4850, 3.5771], [-1.5852, -2.5776, 1.8165], [-0.6408, -4.1385, 1.4885], [-3.0081, -2.4394, 0.6211], [-0.3529, -1.0421, 1.6662], [-2.7686, -3.3295, 3.7972], [-2.6509, -1.5675, 3.7955], [-1.2491, -2.5551, 4.2484], [-1.1913, -4.9786, 1.9224], [0.3416, -4.1292, 1.9671], [-0.5224, -4.3748, 0.4302], [-3.8929, -2.9263, 1.0389], [-2.7975, -2.9315, -0.3357], [-3.2864, -1.4133, 0.4095], [0.5730, -1.3967, 2.1419], [-0.7544, -0.2482, 2.2974]],
  "de_lowest_kcal_mol": 64.88,
  "e_homo_ev": [-16.15, -16.30],
  "spin_multiplicity": 2,
  "charge": 3,
  "gap_ev": [6.69, 5.26]
}

***

2.
{
  "formula": "C3H12N3O",
  "method": "ωB97M-V with the def2-TZVPD basis set",
  "species": ["C", "C", "N", "N", "N", "H", "H", "H", "H", "H", "H", "H", "H", "C", "O", "H", "H", "H", "H"],
  "coordinates": [[-0.2125, 1.8758, 0.2103], [-1.6597, -0.1479, 0.1371], [-0.7149, -0.9963, 0.5489], [-1.3946, 1.1077, -0.1504], [-2.9257, -0.5677, 0.1742], [0.2573, -0.9157, 0.3411], [-1.0035, -1.9503, 0.6979], [-2.0769, 1.6052, -0.7031], [-3.6200, -0.0096, -0.2801], [-3.2211, -1.4562, 0.5340], [-0.4923, 2.8720, 0.5391], [0.4016, 2.0382, -0.6817], [0.4001, 1.3776, 0.9362], [3.0414, -0.9021, -0.1836], [1.7641, -0.3072, -0.4923], [1.5241, -0.3177, -1.4203], [3.8058, -0.6681, -0.9019], [3.2028, -0.6440, 0.8605], [2.9237, -1.9935, -0.1660]],
  "de_lowest_kcal_mol": 27.60,
  "e_homo_ev": -14.32,
  "charge": 1,
  "gap_ev": 11.40
}

***

3.
{
  "formula": "C5H28N2O9",
  "method": "ωB97M-V with the def2-TZVPD basis set",
  "species": ["C", "N", "C", "C", "C", "C", "N", "H", "H", "H", "H", "H", "H", "H", "H", "H", "H", "O", "H", "H", "O", "H", "H", "O", "H", "H", "O", "H", "H", "O", "H", "H", "O", "H", "H", "O", "H", "H", "O", "H", "H", "O", "H", "H"],
  "coordinates": [[2.3494, -2.8238, -0.9769], [1.8478, -3.4219, 0.0133], [0.6322, -3.0046, 0.6244], [0.1550, -1.7586, 0.6656], [-1.0892, -1.3932, 1.4150], [-1.3907, 0.1024, 1.4151], [-0.3749, 0.8132, 2.2054], [1.9235, -1.9633, -1.5193], [3.3017, -3.1774, -1.3512], [0.1634, -3.8207, 1.1808], [0.6487, -0.9461, 0.1417], [-0.9824, -1.7608, 2.4457], [-1.9592, -1.9593, 0.9771], [-2.3711, 0.2924, 1.8605], [-1.4973, 0.4555, 0.3817], [0.5619, 0.6916, 1.8293], [-0.5692, 1.7983, 2.2834], [0.1004, 0.9663, -3.0272], [-0.6227, 0.3210, -3.0249], [-0.4145, 1.8185, -3.0668], [-1.5633, 3.0591, -2.7608], [-2.2985, 2.4759, -2.4768], [-1.1427, 3.5029, -1.9954], [2.7577, 0.8171, 1.0145], [2.5933, 0.0096, 1.5948], [3.6745, 0.6296, 0.7806], [0.3868, -0.7810, 4.3593], [-0.2863, -1.4105, 4.6261], [-0.0296, -0.0798, 3.8167], [2.3023, -1.3525, 2.5502], [1.6700, -1.1798, 3.2900], [1.9711, -2.1136, 2.0648], [-1.9206, -0.9567, -3.2234], [-1.3521, -1.6144, -2.7832], [-1.8113, -1.0570, -4.1748], [-0.2802, 3.8686, -0.5130], [-0.5220, 3.4775, 0.3320], [0.5564, 3.3963, -0.7812], [-3.2670, 1.0822, -1.9627], [-2.7647, 0.3774, -2.4122], [-4.1166, 1.1558, -2.4077], [1.7131, 2.2081, -1.1555], [1.2478, 1.6354, -1.8061], [2.0690, 1.6203, -0.4487]],
  "de_lowest_kcal_mol": 65.28,
  "e_homo_ev": -9.54,
  "gap_ev": 9.34
}

***

4.
{
  "formula": "C50H60Cl3IMoN2O5SeSi",
  "method": "ωB97M-V with the def2-TZVPD basis set",
  "species": ["Mo", "C", "C", "N", "C", "C", "C", "O", "C", "C", "N", "C", "C", "C", "C", "C", "C", "I", "C", "O", "H", "H", "H", "H", "H", "H", "H", "H", "H", "H", "H", "H", "C", "C", "C", "C", "C", "C", "C", "Se", "C", "C", "C", "C", "C", "C", "O", "C", "C", "C", "C", "C", "C", "C", "C", "C", "O", "C", "C", "C", "C", "C", "C", "H", "H", "H", "H", "H", "H", "H", "H", "H", "H", "H", "H", "H", "H", "H", "H", "H", "H", "H", "H", "H", "H", "H", "H", "H", "H", "H", "H", "H", "H", "H", "H", "H", "H", "H", "H", "H", "H", "H", "H", "Cl", "Si", "Cl", "Cl", "C", "C", "O", "C", "C", "C", "C", "C", "C", "H", "H", "H", "H", "H", "H", "H", "H"],
  "coordinates": [[1.1575, -1.4637, -0.0946], [5.0019, 1.0469, -0.6827], [5.1413, -0.1404, 0.2135], [6.3190, -0.3891, 0.7337], [6.4692, -1.4638, 1.5081], [5.4631, -2.3379, 1.8437], [5.7649, -3.4870, 2.7713], [5.3042, -4.7396, 2.3194], [4.1585, -2.1025, 1.3178], [3.0609, -2.8662, 1.7620], [1.7657, -2.6695, 1.4892], [0.9309, -3.1780, 2.5031], [1.2872, -2.9082, 3.8349], [0.5410, -3.3585, 4.9042], [-0.6035, -4.1047, 4.6754], [-0.9712, -4.4008, 3.3763], [-0.2109, -3.9530, 2.3066], [-0.8148, -4.5832, 0.3857], [4.0196, -0.9799, 0.4428], [2.8836, -0.7162, -0.1200], [5.8567, 1.7013, -0.5437], [4.0789, 1.5858, -0.4772], [4.9696, 0.7101, -1.7189], [7.4722, -1.6096, 1.8828], [5.2804, -3.3360, 3.7455], [6.8523, -3.5148, 2.9320], [5.5933, -4.8773, 1.4102], [3.2861, -3.6536, 2.4769], [2.1769, -2.3202, 4.0000], [0.8618, -3.1390, 5.9119], [-1.1873, -4.4846, 5.4994], [-1.8368, -5.0166, 3.1802], [-2.5460, 4.5301, 3.2490], [-2.9696, 3.1282, 3.7214], [-3.0299, 3.0909, 5.2542], [-4.3795, 2.8544, 3.1913], [-1.9515, 2.1223, 3.2030], [-2.2805, 1.0625, 2.3666], [-1.2732, 0.3028, 1.8040], [-1.5269, -1.0306, 0.4184], [-1.5131, 0.3103, -0.9726], [-2.5227, 1.2450, -1.0700], [-2.4863, 2.1832, -2.0881], [-1.4520, 2.0930, -3.0197], [-0.4336, 1.1555, -2.9558], [-0.4438, 0.2559, -1.8673], [0.5145, -0.6172, -1.6301], [0.6922, 1.0732, -3.9763], [0.5576, 2.1168, -5.0898], [0.6639, -0.3177, -4.6236], [2.0308, 1.2940, -3.2549], [-3.5168, 3.2911, -2.2125], [-2.7897, 4.6437, -2.2220], [-4.5071, 3.3044, -1.0446], [-4.3088, 3.1054, -3.5128], [0.0865, 0.5545, 2.0489], [0.9602, -0.1297, 1.3724], [0.4248, 1.5502, 2.9967], [-0.6053, 2.3016, 3.5289], [1.8914, 1.7921, 3.3246], [2.0902, 2.8467, 4.4166], [2.5164, 0.4767, 3.8106], [2.6126, 2.2548, 2.0515], [-3.2836, 5.2712, 3.5514], [-2.4623, 4.5523, 2.1640], [-1.5849, 4.8226, 3.6635], [-3.7501, 3.8249, 5.6120], [-2.0654, 3.3103, 5.7047], [-3.3467, 2.1050, 5.5875], [-5.0611, 3.6197, 3.5561], [-4.7464, 1.8912, 3.5359], [-4.4055, 2.8740, 2.1048], [-3.3043, 0.8124, 2.1358], [-3.3122, 1.2169, -0.3382], [-1.4443, 2.7992, -3.8328], [-0.3720, 1.9865, -5.6415], [1.3772, 1.9914, -5.7935], [0.6050, 3.1294, -4.6950], [-0.2819, -0.4841, -5.1371], [0.7875, -1.0979, -3.8785], [1.4675, -0.4104, -5.3499], [2.0350, 2.2636, -2.7588], [2.8518, 1.2621, -3.9672], [2.2045, 0.5214, -2.5052], [-2.1813, 4.7477, -1.3257], [-3.5126, 5.4563, -2.2413], [-2.1405, 4.7457, -3.0868], [-3.9871, 3.4241, -0.0961], [-5.1044, 2.3955, -1.0152], [-5.1876, 4.1457, -1.1603], [-3.6530, 3.1037, -4.3791], [-5.0280, 3.9144, -3.6232], [-4.8468, 2.1596, -3.4887], [-0.3555, 3.0785, 4.2331], [1.6003, 2.5494, 5.3421], [1.7101, 3.8164, 4.1021], [3.1541, 2.9514, 4.6208], [1.9593, 0.0871, 4.6624], [3.5497, 0.6368, 4.1139], [2.5052, -0.2593, 3.0082], [2.1906, 3.1900, 1.6887], [2.5067, 1.5045, 1.2698], [3.6722, 2.3964, 2.2533], [1.2885, -3.7762, -3.5794], [2.0787, -3.1736, -1.7372], [3.9544, -2.4861, -2.3884], [2.6291, -5.0213, -0.9177], [-3.4346, -1.4581, -3.0620], [-2.3469, -2.4749, -2.8299], [-1.6497, -2.4399, -1.8254], [-2.1554, -3.5308, -3.8380], [-1.6192, -4.7508, -3.4220], [-1.4042, -5.7737, -4.3231], [-1.6970, -5.5851, -5.6636], [-2.2203, -4.3736, -6.0914], [-2.4629, -3.3544, -5.1890], [-3.7462, -1.0560, -2.0995], [-4.2861, -1.8922, -3.5797], [-3.0443, -0.6260, -3.6497], [-1.3987, -4.8988, -2.3742], [-0.9941, -6.7079, -3.9771], [-1.5156, -6.3764, -6.3756], [-2.4408, -4.2246, -7.1394], [-2.8706, -2.4191, -5.5412]],
  "e_homo_ev": [-7.54, -7.77],
  "spin_multiplicity": 3,
  "gap_ev": [6.34, 6.31]
}

***

| no. | calculated total energy (eV) | strongest force on any atom (eV/Å) |
| --- | --- | --- |
| 1 | -174980.86692 | 3.16 |
| 2 | -9817.61642 | 1.78 |
| 3 | -27047.21534 | 1.31 |
| 4 | -186795.75525 | 2.51 |